C40H47N7S | ωB97M-V/def2-TZVPD

The geometry in ORCA input format:
```
! RIJCOSX wB97M-V def2-TZVPD def2/J DEFGRID3
* xyz 0 1
C -2.46 -2.56 -0.36
C -3.13 -2.06 -1.72
C -2.90 -3.11 -2.90
C -1.39 -3.26 -3.32
C -0.92 -2.18 -4.42
C 0.60 -1.87 -4.06
C 1.46 -3.12 -3.85
C 2.86 -3.07 -3.48
C 3.45 -1.69 -3.31
N 4.75 -1.41 -2.92
S 4.76 0.27 -2.91
N 3.24 0.78 -3.37
C 2.59 -0.43 -3.56
C 1.13 -0.52 -3.95
C 0.26 0.75 -4.21
C -0.62 1.23 -2.95
C -0.35 0.36 -1.66
C -1.36 0.90 -0.53
H -2.92 -2.05 0.54
H -1.38 -2.25 -0.41
H -2.52 -3.67 -0.22
H -4.24 -2.03 -1.50
H -2.73 -1.05 -1.99
H -3.58 -2.93 -3.78
H -3.21 -4.11 -2.47
H -1.14 -4.28 -3.70
H -0.78 -3.00 -2.40
H -1.01 -2.60 -5.47
H -1.55 -1.24 -4.33
H 1.02 -4.14 -3.98
H 3.43 -4.01 -3.33
H -0.42 0.55 -5.09
H 0.98 1.58 -4.44
H -1.70 1.19 -3.29
H -0.38 2.32 -2.79
H -0.60 -0.73 -1.82
H 0.73 0.52 -1.36
H -0.90 1.71 0.09
H -1.58 0.01 0.12
H -2.29 1.23 -1.06
N -2.14 -3.94 -7.09
C -3.17 -4.77 -7.27
C -4.02 -4.73 -8.37
C -3.78 -3.76 -9.33
C -2.72 -2.89 -9.17
C -1.93 -3.02 -8.04
H -3.32 -5.51 -6.48
H -4.84 -5.42 -8.46
H -4.42 -3.69 -10.21
H -2.51 -2.12 -9.91
H -1.09 -2.36 -7.87
N -1.36 1.40 2.87
C -0.70 0.47 3.55
C 0.11 0.74 4.65
C 0.23 2.05 5.06
C -0.45 3.04 4.37
C -1.23 2.67 3.29
H -0.82 -0.55 3.19
H 0.62 -0.06 5.17
H 0.84 2.30 5.92
H -0.38 4.08 4.67
H -1.78 3.41 2.72
N -2.13 -0.77 7.86
C -1.80 0.44 7.39
C -1.11 1.39 8.13
C -0.74 1.07 9.43
C -1.08 -0.17 9.94
C -1.77 -1.05 9.12
H -2.11 0.64 6.37
H -0.86 2.35 7.69
H -0.20 1.79 10.03
H -0.81 -0.45 10.95
H -2.05 -2.04 9.47
N 11.02 1.01 -2.91
C 9.87 0.45 -2.53
C 8.67 0.61 -3.22
C 8.67 1.40 -4.35
C 9.85 2.00 -4.76
C 10.99 1.77 -4.01
H 9.92 -0.16 -1.64
H 7.77 0.12 -2.87
H 7.76 1.55 -4.92
H 9.89 2.63 -5.64
H 11.94 2.22 -4.29
N -2.21 4.95 7.88
C -3.47 4.78 7.46
C -4.58 4.88 8.28
C -4.38 5.17 9.62
C -3.08 5.35 10.08
C -2.04 5.24 9.17
H -3.58 4.55 6.40
H -5.58 4.73 7.89
H -5.22 5.25 10.30
H -2.89 5.58 11.12
H -1.01 5.38 9.48
*
```

The value obtained for the frontier orbital gap is 7.90 eV. The HOMO energy comes out at -8.320 eV.